Density functional theory data (wB97M-V/def2-TZVPD) for a cluster of 3 separate species, C2H9NO2 in total at a distorted geometry.

Values from the calculation:
F_max in hartree/bohr: 0.025
HOMO in eV: -10.133
SMILES string: C=NC.O.O
Lowest unoccupied orbital energy in eV: 0.882

Positions of all 14 atoms, in Å:
C -0.9503 -0.7908 -1.0161
N -1.1118 0.3591 -0.5418
C -2.4446 0.7963 -0.1630
H 0.0327 -1.2579 -1.0803
H -1.8147 -1.3409 -1.4211
H -2.6317 1.7567 -0.6038
H -2.4539 0.7993 0.9291
H -3.2509 0.1305 -0.4820
O 3.3575 -1.7365 0.8842
H 2.7332 -1.2054 0.3737
H 4.1833 -1.2462 0.7508
O 1.7085 1.2470 0.5153
H 1.8679 1.5053 1.4312
H 0.7748 0.9834 0.4237



Density functional theory data (wB97M-V/def2-TZVPD) for a cluster of 4 separate species, C2H9NO2 in total at a distorted geometry.

Values from the calculation:
F_max in hartree/bohr: 0.031
HOMO in eV: -7.884
Lowest unoccupied orbital energy in eV: 0.121

Positions of all 14 atoms, in Å:
C 1.1111 -0.1116 0.3969
C 1.0859 1.3636 0.6102
N 0.7661 -0.6005 -0.7630
H 0.8688 -1.6002 -0.8846
H -0.2193 -0.2104 -1.1260
H 1.7477 -0.7039 1.0497
H -0.7145 -0.3365 1.3602
H 2.0252 1.7930 0.2441
H 0.9974 1.6010 1.6687
H 0.2612 1.8176 0.0618
O -1.6894 -0.0414 -0.8005
O -2.0214 -1.4002 -1.2392
H -2.9855 -1.3663 -1.2395
H -1.2332 -0.2044 0.6611



Density functional theory data (wB97M-V/def2-TZVPD) for a cluster of 2 separate species, C2H9NO2 in total at a distorted geometry.

Values from the calculation:
F_max in hartree/bohr: 0.022
HOMO in eV: -9.299
SMILES string: CNCO.O
Lowest unoccupied orbital energy in eV: 0.836

Positions of all 14 atoms, in Å:
C 0.6303 1.3767 0.3790
N -0.6072 0.6220 0.3188
C -1.0177 0.2297 -0.9714
O -0.4097 -1.0148 -1.4343
H 0.8369 1.7074 1.3957
H 1.4789 0.7718 0.0504
H 0.5373 2.2988 -0.1871
H -0.8119 -0.0808 1.0252
H -0.7351 0.9722 -1.7121
H -2.0773 0.0032 -0.9576
H 0.3546 -0.7808 -1.9537
O 0.9446 -2.2422 1.3482
H 0.5649 -1.7493 0.6134
H 0.3113 -2.1139 2.0857



Density functional theory data (wB97M-V/def2-TZVPD) for an isolated molecule of C2H9NO2Si2 at a distorted geometry.

Values from the calculation:
F_max in hartree/bohr: 0.098
HOMO in eV: -8.774
SMILES string: C=CN(O[SiH3])O[SiH3]
Lowest unoccupied orbital energy in eV: 0.837

Positions of all 16 atoms, in Å:
C -0.2892 -2.9536 -0.5378
C -0.3079 -1.8212 0.1107
N 0.0223 -0.3563 -0.6806
O -1.1229 0.3673 -0.5121
Si -1.6410 1.2740 0.7948
O 1.1699 0.1386 -0.0526
Si 1.9374 1.4954 -0.3299
H -0.3642 -3.9572 -0.2355
H -0.0597 -2.9764 -1.5653
H -0.8407 -1.5856 0.9790
H -2.9796 1.1763 0.2904
H -0.9698 2.5787 0.6615
H -1.1620 0.7027 1.9804
H 2.9938 1.4177 0.7461
H 1.3446 2.8008 0.0400
H 2.2690 1.6988 -1.6892



Density functional theory data (wB97M-V/def2-TZVPD) for a cluster of 3 separate species, C2H9NO3 in total at a distorted geometry.

Values from the calculation:
F_max in hartree/bohr: 0.070
HOMO in eV: -10.318
SMILES string: NCC=O.O.O
Lowest unoccupied orbital energy in eV: 0.228

Positions of all 15 atoms, in Å:
N 0.2587 1.4934 -0.6537
C -0.0189 0.0989 -0.1564
C -0.4223 -0.7899 -1.2424
O -1.5754 -0.8887 -1.5869
H -0.3497 1.8492 -1.4219
H 0.1337 2.0185 0.1759
H -0.7509 -0.1178 0.7151
H 1.0827 -0.1277 0.2373
H 0.3427 -1.5035 -1.7917
O -3.9913 -1.1616 1.1569
H -3.1369 -0.8058 0.8535
H -3.8767 -2.0457 0.6957
O 4.3611 0.8395 1.2448
H 4.1687 -0.0814 1.1829
H 3.7744 1.2225 0.5909



Density functional theory data (wB97M-V/def2-TZVPD) for a cluster of 3 separate species, C2H9NO4 in total at a distorted geometry.

Values from the calculation:
F_max in hartree/bohr: 0.108
HOMO in eV: -9.960
SMILES string: NCC(=O)O.O.O
Lowest unoccupied orbital energy in eV: 0.624

Positions of all 16 atoms, in Å:
N -1.1787 0.4152 1.4649
C -0.3720 -0.6496 1.9317
C 0.9518 -0.7489 1.2994
O 1.4139 0.1383 0.5426
O 1.5612 -1.9719 1.5404
H -1.9739 -0.0575 0.9784
H -1.7038 0.8622 2.2278
H -0.9971 -1.5347 1.8761
H -0.0788 -0.5338 3.0937
H 2.0338 -2.2648 0.7718
O -3.5604 0.9435 -3.5492
H -3.0007 0.3375 -4.0640
H -4.4682 0.8207 -3.7924
O 3.5440 1.4997 -1.7769
H 3.5165 1.7141 -0.7501
H 4.3124 1.0298 -1.7943



Density functional theory data (wB97M-V/def2-TZVPD) for a cluster of 3 separate species, C2H9NO4 in total at a distorted geometry.

Values from the calculation:
F_max in hartree/bohr: 0.091
HOMO in eV: -10.111
SMILES string: CNC(=O)O.O.O
Lowest unoccupied orbital energy in eV: 0.537

Positions of all 16 atoms, in Å:
C -0.0418 0.9420 -2.6033
N -0.4010 0.1315 -1.3770
C -1.6609 -0.1110 -0.8749
O -1.8227 -0.5415 0.3405
O -2.6420 -0.0888 -1.7668
H 0.3624 0.4150 -3.4720
H 0.6530 1.8117 -2.2791
H -0.9777 1.3026 -2.9162
H 0.2865 -0.0982 -0.7065
H -3.4558 -0.3783 -1.2891
O 0.3407 -2.0913 1.0076
H 0.8582 -1.3463 1.4070
H -0.4914 -1.6545 0.9771
O 4.8732 1.4689 4.2065
H 4.6347 2.0751 4.9901
H 5.1606 1.9870 3.4947



Density functional theory data (wB97M-V/def2-TZVPD) for a cluster of 2 separate species, C2H9NOS in total at a distorted geometry.

Values from the calculation:
F_max in hartree/bohr: 0.092
HOMO in eV: -9.040
SMILES string: NCO.CS
Lowest unoccupied orbital energy in eV: 0.700

Positions of all 14 atoms, in Å:
N -0.6825 0.2846 -2.5254
C -0.7507 0.7080 -1.1377
O 0.5852 0.9616 -0.5744
H -0.2472 -0.6772 -2.5038
H -1.5323 0.2118 -3.0058
H -1.3442 1.6365 -0.9001
H -1.3115 -0.0290 -0.5650
H 0.4771 1.7078 -0.0145
C 1.1999 -1.0909 1.7278
S -0.5296 -0.7375 2.4480
H 1.1287 -1.4921 0.6775
H 1.7900 -0.3100 1.5385
H 1.6378 -1.7799 2.3810
H -0.4207 0.6063 2.4541



Density functional theory data (wB97M-V/def2-TZVPD) for a cluster of 3 separate species, C2H9NS in total at a distorted geometry.

Values from the calculation:
F_max in hartree/bohr: 0.023
HOMO in eV: -9.065
SMILES string: [H][H].C1CS1.N
Lowest unoccupied orbital energy in eV: 0.965

Positions of all 13 atoms, in Å:
H 1.3965 -1.9474 3.8326
H 1.1530 -2.1810 3.1538
C -0.6283 -0.6737 1.0841
C -1.4890 0.2419 0.3142
S -0.3739 -0.7938 -0.7235
H 0.1868 -0.4242 1.7491
H -1.1007 -1.5459 1.5236
H -1.3311 1.3054 0.4387
H -2.5408 -0.0098 0.3727
N 1.9117 2.0468 -0.7550
H 2.0282 2.2778 0.2284
H 2.8546 1.9416 -1.1228
H 1.5470 1.0996 -0.6679



Density functional theory data (wB97M-V/def2-TZVPD) for a cluster of 2 separate species, C2H9NS in total at a distorted geometry.

Values from the calculation:
F_max in hartree/bohr: 0.088
HOMO in eV: -8.433
SMILES string: CSC.N
Lowest unoccupied orbital energy in eV: 0.880

Positions of all 13 atoms, in Å:
C 0.9224 -1.4138 0.4940
S -0.7556 -0.8407 -0.2414
C -0.7268 -0.1916 -1.9843
H 1.6283 -0.6347 0.0189
H 0.9667 -2.3139 -0.1201
H 1.0096 -1.6275 1.5807
H -1.5906 -0.6125 -2.4833
H -0.5336 0.8465 -1.6810
H 0.2394 -0.6930 -2.3653
N 0.0304 2.0386 1.5617
H -0.2010 1.0724 1.2441
H -0.8825 2.5086 1.3847
H -0.1067 1.8615 2.5913



Density functional theory data (wB97M-V/def2-TZVPD) for a cluster of 2 separate species, C2H9NS in total at a distorted geometry.

Values from the calculation:
F_max in hartree/bohr: 0.036
HOMO in eV: -8.514
SMILES string: CNC.S
Lowest unoccupied orbital energy in eV: 0.845

Positions of all 13 atoms, in Å:
C 1.0480 0.4843 0.4755
N 1.4258 -0.8707 0.1640
C 0.3220 -1.7954 0.2651
H 1.6608 1.2997 0.0762
H 0.0269 0.7553 0.1641
H 1.0047 0.6287 1.5636
H 1.9570 -0.9915 -0.6856
H 0.3860 -2.3160 1.2308
H 0.3386 -2.6465 -0.4084
H -0.6729 -1.3579 0.2732
S -2.8255 1.7358 -1.1446
H -2.1255 2.2376 -0.1203
H -2.5459 2.8366 -1.8535



Density functional theory data (wB97M-V/def2-TZVPD) for a cluster of 2 separate species, C2H9NS in total at a distorted geometry.

Values from the calculation:
F_max in hartree/bohr: 0.023
HOMO in eV: -8.937
SMILES string: CCN.S
Lowest unoccupied orbital energy in eV: 0.994

Positions of all 13 atoms, in Å:
C -0.6555 -1.7124 1.0297
C 0.6820 -1.5620 0.3347
N 1.2710 -0.2308 0.6092
H -1.1032 -2.6651 0.7538
H -0.5056 -1.7107 2.1108
H -1.3249 -0.9043 0.7421
H 1.4000 -2.3334 0.6192
H 0.5773 -1.5901 -0.7512
H 2.2673 -0.1461 0.4156
H 1.1958 -0.0248 1.6039
S -0.6564 1.7428 -1.0963
H -1.5630 2.0824 -0.1616
H 0.1233 0.9858 -0.2146



Density functional theory data (wB97M-V/def2-TZVPD) for a cluster of 2 separate species, C2H9NS2 in total at a distorted geometry.

Values from the calculation:
F_max in hartree/bohr: 0.022
HOMO in eV: -8.197
SMILES string: CCN.SS
Lowest unoccupied orbital energy in eV: 0.468

Positions of all 14 atoms, in Å:
C -1.8905 1.0840 0.1659
C -0.6391 0.2644 -0.1165
N -0.6623 -1.0866 0.4327
H -2.1496 1.0296 1.2190
H -1.7898 2.0928 -0.2400
H -2.7483 0.6655 -0.3710
H -0.4553 0.1362 -1.1825
H 0.2323 0.7855 0.2952
H -1.0240 -1.7669 -0.2145
H -1.1060 -1.1519 1.3362
S 3.6631 -0.0446 -1.0632
S 2.6236 -1.0846 0.4468
H 3.8540 1.0380 -0.2988
H 2.0920 -1.9615 -0.4094



Density functional theory data (wB97M-V/def2-TZVPD) for a cluster of 3 separate species, C2H9O2S in total at a distorted geometry.

Values from the calculation:
F_max in hartree/bohr: 0.023
HOMO in eV: -2.712
Total charge: -1
Lowest unoccupied orbital energy in eV: 3.869

Positions of all 14 atoms, in Å:
C -2.8036 0.3837 -0.3632
C -1.8272 -0.2723 0.6163
S -0.1807 -0.5726 -0.1868
H -2.6684 -0.0684 -1.3520
H -2.5936 1.4387 -0.4949
H -3.8431 0.2056 -0.0856
H -2.1809 -1.2699 0.8742
H -1.6997 0.3554 1.4932
H 2.3990 1.8749 -0.7567
H 2.5988 2.0395 -2.2895
O 2.1779 2.4217 -1.5191
H 2.4596 -2.2509 1.0327
H 1.4338 -1.1426 1.1091
O 2.3015 -1.4467 1.5371



Density functional theory data (wB97M-V/def2-TZVPD) for a cluster of 3 separate species, C2H9O2S in total.

Values from the calculation:
F_max in hartree/bohr: 0.018
HOMO in eV: -2.749
Total charge: -1
Lowest unoccupied orbital energy in eV: 3.782

Positions of all 14 atoms, in Å:
C 2.0886 -1.3614 -0.1318
C 1.0838 -0.2143 -0.2018
S -0.0242 -0.1274 1.2732
H 1.5205 -2.2972 -0.0823
H 2.6631 -1.3464 0.7918
H 2.7576 -1.3901 -0.9989
H 0.3927 -0.4711 -1.0148
H 1.5378 0.7500 -0.4769
H -1.3948 -1.4121 -1.1788
H -1.6854 -1.7760 -2.6014
O -2.0325 -1.2250 -1.8864
H -0.5082 2.1314 0.1478
H -1.6185 2.9556 0.7200
O -0.9566 2.9867 0.0209



Density functional theory data (wB97M-V/def2-TZVPD) for a cluster of 3 separate species, C2H9O2S in total at a distorted geometry.

Values from the calculation:
F_max in hartree/bohr: 0.024
HOMO in eV: -2.655
Total charge: -1
Lowest unoccupied orbital energy in eV: 3.665

Positions of all 14 atoms, in Å:
C 0.2438 -1.2201 1.6333
C -0.6877 -0.7612 0.5027
S 0.1201 0.4051 -0.6898
H 0.8792 -0.4238 2.0065
H 0.9363 -1.9697 1.2514
H -0.3775 -1.6453 2.4345
H -1.5577 -0.2488 0.9104
H -0.9841 -1.6480 -0.0594
H -3.1438 2.6751 -2.8087
H -1.6912 2.8415 -2.4667
O -2.5613 3.0895 -2.1421
H 2.3031 0.0974 -0.1108
H 3.3477 -0.8944 -0.6134
O 3.1730 -0.2974 0.1520



Density functional theory data (wB97M-V/def2-TZVPD) for a structure of composition C2HAgLiO3.

Values from the calculation:
Multiplicity: 2
F_max in hartree/bohr: 0.016
HOMO (alpha / beta) in eV: -7.155 / -7.556
Lowest unoccupied orbital energy (alpha / beta) in eV: -0.767 / -0.823

Positions of all 8 atoms, in Å:
O 1.9367 0.5305 -0.0926
C 1.5646 -0.6514 0.0875
O -2.0384 1.4780 0.2773
C -1.6465 0.3215 0.1451
O -2.1517 -0.8064 0.0670
Ag 0.2570 1.9929 -0.4310
H 2.4498 -1.3219 0.3561
Li -0.3716 -1.5430 -0.4093



Density functional theory data (wB97M-V/def2-TZVPD) for a cluster of 3 separate species, C2HBN2S in total at a distorted geometry.

Values from the calculation:
F_max in hartree/bohr: 0.115
HOMO in eV: -11.125
Lowest unoccupied orbital energy in eV: -1.932

Positions of all 7 atoms, in Å:
B 1.1838 -0.5164 1.2495
C -2.8415 -0.3778 -0.2980
C 1.9602 -0.1757 0.0056
N -2.1650 0.3948 -0.8759
N 2.8269 0.2574 -0.6557
S 0.0914 -0.5313 2.3893
H -1.0557 0.9491 -1.8148